176
Properties=species:S:1:pos:R:3:lowdin_charge:R:1 method="wB97M-V/def2-TZVPD" total_energy_ev=-352129.8555 total_charge=-2 de_lowest_kcal_mol=18.69 molar_mass_da=1520.84 e_homo_ev="-2.856 / -3.006" lumo_energy_ev="3.238 / 3.146" multiplicity=2
Rb -0.6673 -0.9644 -0.9677 0.41
C 1.6048 2.2608 -2.5373 -0.20
Si 2.1256 0.9046 -1.3345 0.66
C 3.2029 1.8116 -0.0670 -0.32
C 4.5069 2.2100 -0.3748 -0.11
C 5.2955 2.8616 0.5591 -0.10
C 4.7810 3.1369 1.8213 -0.09
C 3.4809 2.7728 2.1300 -0.11
C 2.6809 2.1119 1.1964 -0.39
P 0.9307 1.6194 1.4900 1.12
C 0.0205 3.2281 1.1375 -0.40
C 0.7832 4.5553 1.2209 -0.19
C 0.8393 5.1530 2.6230 -0.20
C -0.5662 5.3320 3.1864 -0.20
C -1.2826 3.9877 3.2361 -0.19
C -1.3360 3.3254 1.8596 -0.19
C 0.8851 1.2897 3.3252 -0.44
C 1.9568 0.2800 3.7367 -0.21
C 2.0581 0.2023 5.2680 -0.18
C 0.7010 0.4475 5.9414 -0.20
C -0.4177 -0.0853 5.0540 -0.21
C -0.4787 0.6821 3.7203 -0.22
C 3.1390 -0.3842 -2.2624 -0.31
C 3.2445 -0.2895 -3.6544 -0.11
C 3.9416 -1.2331 -4.3901 -0.09
C 4.5701 -2.2835 -3.7383 -0.08
C 4.4770 -2.3928 -2.3608 -0.09
C 3.7438 -1.4726 -1.6138 -0.38
P 3.4183 -1.6282 0.1862 1.13
C 5.1162 -1.8093 0.9297 -0.43
C 6.1831 -1.0064 0.1598 -0.19
C 7.3583 -0.5884 1.0586 -0.20
C 7.5963 -1.6259 2.1505 -0.21
C 6.3954 -1.6661 3.1067 -0.19
C 5.0845 -1.3279 2.3812 -0.22
C 2.6584 -3.3136 0.3304 -0.43
C 2.0894 -3.5429 1.7341 -0.22
C 1.1276 -4.7357 1.7295 -0.19
C 1.6531 -5.9065 0.8763 -0.19
C 3.1578 -5.7944 0.6685 -0.20
C 3.4712 -4.5378 -0.1478 -0.19
H 2.4965 2.6732 -3.0213 0.04
H 1.1257 3.0654 -1.9777 0.02
H 0.9124 1.9207 -3.3035 0.01
H 4.9184 1.9780 -1.3522 0.11
H 6.3114 3.1469 0.3116 0.10
H 5.3934 3.6366 2.5623 0.10
H 3.0915 2.9933 3.1165 0.10
H -0.2242 3.0631 0.0805 0.08
H 0.2569 5.2711 0.5767 0.10
H 1.7880 4.4528 0.8064 0.10
H 1.3695 6.1096 2.5927 0.11
H 1.4096 4.4983 3.2897 0.09
H -1.1263 6.0203 2.5423 0.11
H -0.5284 5.7827 4.1823 0.10
H -2.3063 4.1115 3.6006 0.11
H -0.7712 3.3502 3.9612 0.09
H -2.0084 3.9190 1.2302 0.11
H -1.7994 2.3403 1.9259 0.07
H 1.0544 2.2242 3.8729 0.09
H 2.9287 0.5154 3.3133 0.07
H 1.6753 -0.6934 3.3275 0.10
H 2.7922 0.9325 5.6250 0.10
H 2.4335 -0.7852 5.5497 0.11
H 0.5523 1.5198 6.1092 0.10
H 0.6746 -0.0274 6.9244 0.10
H -1.3837 -0.0270 5.5574 0.10
H -0.2413 -1.1495 4.8722 0.05
H -1.2472 1.4527 3.7731 0.09
H -0.7976 -0.0028 2.9284 0.05
H 2.7530 0.5250 -4.1726 0.09
H 3.9794 -1.1691 -5.4700 0.10
H 5.0973 -3.0366 -4.3097 0.10
H 4.9578 -3.2281 -1.8705 0.09
H 5.3936 -2.8689 0.9264 0.10
H 5.7270 -0.1125 -0.2760 0.08
H 6.5477 -1.6023 -0.6795 0.11
H 7.1425 0.3785 1.5249 0.10
H 8.2560 -0.4476 0.4515 0.10
H 8.5162 -1.4172 2.7025 0.10
H 7.7318 -2.6044 1.6794 0.11
H 6.5487 -0.9503 3.9195 0.10
H 6.3215 -2.6535 3.5702 0.10
H 4.9266 -0.2453 2.3673 0.10
H 4.2353 -1.7509 2.9209 0.09
H 1.7964 -3.2147 -0.3398 0.06
H 1.5591 -2.6517 2.0802 0.09
H 2.9027 -3.7143 2.4482 0.11
H 0.1591 -4.4045 1.3423 0.08
H 0.9397 -5.0534 2.7555 0.08
H 1.1795 -5.9013 -0.1094 0.10
H 1.3892 -6.8587 1.3398 0.11
H 3.5486 -6.6709 0.1474 0.11
H 3.6619 -5.7514 1.6399 0.11
H 3.2193 -4.7346 -1.1933 0.09
H 4.5482 -4.3520 -0.1193 0.08
C -6.6464 3.4026 2.8959 -0.07
C -6.1115 4.2714 1.7575 -0.56
C -5.4686 5.5221 2.3739 -0.05
C -7.2989 4.6995 0.8838 -0.06
C -5.0810 3.5296 0.9113 -0.20
C -4.6791 2.2238 1.1639 -0.10
C -3.7116 1.6432 0.3756 -0.56
Br -3.1129 -0.0943 0.8896 0.71
C -3.0244 2.2664 -0.7103 -0.45
O -2.0573 1.6896 -1.3091 -0.21
C -3.5043 3.5966 -0.9901 -0.10
C -4.4749 4.1589 -0.1729 -0.03
C -2.9700 4.4999 -2.1173 -0.52
C -2.2645 5.7159 -1.4959 -0.04
C -4.1458 4.9892 -2.9796 -0.06
C -1.9741 3.8413 -3.0725 -0.05
H -7.3843 3.9653 3.4731 0.08
H -5.8487 3.0973 3.5746 0.09
H -7.1307 2.5015 2.5174 0.09
H -6.1870 6.0574 3.0018 0.08
H -5.1165 6.2076 1.6018 0.07
H -4.6106 5.2442 2.9886 0.08
H -8.0401 5.2426 1.4776 0.08
H -7.7813 3.8256 0.4430 0.09
H -6.9761 5.3479 0.0685 0.07
H -5.0829 1.6519 1.9872 0.09
H -4.7806 5.1768 -0.3916 0.09
H -2.9212 6.2711 -0.8245 0.07
H -1.9188 6.3975 -2.2791 0.08
H -1.3954 5.3924 -0.9201 0.07
H -4.8620 5.5791 -2.4066 0.07
H -4.6792 4.1382 -3.4066 0.09
H -3.7767 5.6112 -3.8004 0.08
H -1.1069 3.4477 -2.5527 0.06
H -1.6500 4.5891 -3.8040 0.09
H -2.4310 3.0118 -3.6082 0.07
C -5.5295 -5.3850 -3.2606 -0.11
C -5.0938 -3.9961 -3.7162 -0.29
C -5.2127 -2.9391 -2.6166 -0.34
S -3.6220 -2.3788 -1.9310 0.85
O -2.6822 -2.2560 -3.0934 -0.56
C -3.1336 -3.8747 -1.0023 -0.36
C -2.2536 -4.8271 -1.7995 -0.28
C -1.8288 -6.0138 -0.9414 -0.09
H -5.4152 -6.1155 -4.0626 0.07
H -6.5768 -5.3856 -2.9513 0.07
H -4.9361 -5.7309 -2.4138 0.06
H -5.6969 -3.6885 -4.5730 0.10
H -4.0613 -4.0101 -4.0736 0.09
H -5.7988 -3.2819 -1.7617 0.09
H -5.6722 -2.0207 -2.9824 0.08
H -4.0427 -4.3498 -0.6298 0.08
H -2.6075 -3.5213 -0.1111 0.04
H -1.3793 -4.2866 -2.1653 0.07
H -2.7813 -5.1797 -2.6869 0.09
H -1.3710 -5.6806 -0.0097 0.04
H -1.1108 -6.6381 -1.4748 0.07
H -2.6858 -6.6323 -0.6651 0.07
Cl -0.8923 -4.0083 4.9825 -0.16
Ge -2.0907 -2.9039 3.3490 -0.11
Cl -3.1439 -4.7671 2.4833 -0.13
Cl -3.7862 -2.2199 4.7143 -0.16
N 0.8774 -3.1062 -2.3352 0.13
C 1.3111 -3.8937 -3.0656 -0.22
C 1.8451 -4.8428 -3.9490 -0.29
C 2.1340 -4.4563 -5.2713 -0.28
N 2.3660 -4.1371 -6.3600 0.11
C 2.1014 -6.1551 -3.5047 -0.27
N 2.3096 -7.2320 -3.1370 0.10
Br -2.2410 0.2056 -8.1467 0.70
C -1.4314 -0.0480 -6.4450 -0.68
C -1.8764 0.6809 -5.3602 -0.10
C -1.2497 0.4491 -4.1424 -0.15
N -0.2497 -0.4141 -3.9836 0.05
C 0.1508 -1.1059 -5.0437 -0.13
C -0.4067 -0.9637 -6.3068 -0.10
H -2.6848 1.3924 -5.4434 0.10
H -1.5757 0.9849 -3.2543 0.07
H 0.9586 -1.8100 -4.8866 0.08
H -0.0472 -1.5541 -7.1368 0.10



133
Properties=species:S:1:pos:R:3:lowdin_charge:R:1 method="wB97M-V/def2-TZVPD" total_energy_ev=-220150.9809 total_charge=+1 de_lowest_kcal_mol=91.92 molar_mass_da=1262.82 e_homo_ev="-9.542 / -9.541" lumo_energy_ev="-3.848 / -3.354" multiplicity=4
Cr 0.0686 1.3972 -0.1188 0.66
F 0.1507 -0.1616 0.9326 -0.63
Ge -0.2483 -1.4699 2.1657 1.02
C 0.7747 -3.1559 1.7777 -0.29
C 0.5015 -4.2832 2.5401 -0.13
C 1.2414 -5.4399 2.3633 -0.06
C 2.2639 -5.4641 1.4291 -0.05
C 2.5408 -4.3390 0.6755 -0.08
C 1.7944 -3.1752 0.8296 -0.37
P 2.1894 -1.6660 -0.1437 1.09
C 1.8843 -2.1589 -1.8731 -0.43
C 1.5430 -3.4342 -2.3046 -0.09
C 1.2756 -3.6581 -3.6437 -0.07
C 1.3361 -2.6148 -4.5518 -0.07
C 1.6510 -1.3352 -4.1221 -0.07
C 1.9154 -1.1072 -2.7862 -0.13
C 4.0124 -1.7492 -0.0239 -0.38
C 4.5460 -1.4091 1.2178 -0.12
C 5.9122 -1.3261 1.3891 -0.08
C 6.7556 -1.5737 0.3166 -0.08
C 6.2300 -1.9103 -0.9196 -0.08
C 4.8597 -1.9920 -1.0968 -0.08
C 0.7005 -0.4041 3.5931 -0.23
C 0.7278 -1.0139 4.8470 -0.11
C 1.3301 -0.4252 5.9425 -0.06
C 1.9685 0.7939 5.7879 -0.05
C 1.9599 1.4125 4.5539 -0.08
C 1.3187 0.8454 3.4525 -0.32
P 1.3280 1.9398 1.9579 1.13
C 0.5464 3.4256 2.6413 -0.36
C 0.9673 4.7189 2.3456 -0.08
C 0.2445 5.8007 2.8214 -0.06
C -0.9222 5.6020 3.5421 -0.07
C -1.3778 4.3146 3.7855 -0.06
C -0.6435 3.2313 3.3466 -0.10
C 3.0965 2.2987 1.6868 -0.32
C 3.8334 3.2241 2.4227 -0.09
C 5.1637 3.4487 2.1123 -0.06
C 5.7717 2.7765 1.0645 -0.05
C 5.0441 1.8543 0.3321 -0.06
C 3.7197 1.6141 0.6459 -0.11
C -2.2104 -1.0304 2.2845 -0.25
C -2.8630 -1.7038 3.3141 -0.11
C -4.1820 -1.4402 3.6353 -0.06
C -4.8620 -0.4631 2.9305 -0.05
C -4.2268 0.2047 1.8999 -0.08
C -2.9062 -0.0670 1.5412 -0.33
P -2.3172 0.8053 0.0185 1.05
C -3.0810 2.4800 0.0794 -0.33
C -2.2901 3.5734 0.4233 -0.10
C -2.7859 4.8635 0.3598 -0.06
C -4.0893 5.0837 -0.0533 -0.06
C -4.8906 4.0061 -0.3934 -0.06
C -4.3920 2.7169 -0.3365 -0.09
C -3.3678 0.0785 -1.2789 -0.41
C -4.1544 -1.0576 -1.1182 -0.10
C -4.8993 -1.5266 -2.1851 -0.07
C -4.8435 -0.8969 -3.4167 -0.07
C -4.0528 0.2295 -3.5816 -0.05
C -3.3258 0.7158 -2.5134 -0.10
H -0.2956 -4.2599 3.2720 0.10
H 1.0269 -6.3162 2.9571 0.11
H 2.8472 -6.3609 1.2875 0.11
H 3.3529 -4.3554 -0.0387 0.12
H 1.4682 -4.2500 -1.5999 0.10
H 1.0003 -4.6442 -3.9843 0.11
H 1.1169 -2.8051 -5.5901 0.11
H 1.6759 -0.5156 -4.8266 0.10
H 2.1370 -0.1018 -2.4329 0.09
H 3.8716 -1.2026 2.0424 0.11
H 6.3211 -1.0609 2.3527 0.11
H 7.8240 -1.5032 0.4459 0.10
H 6.8911 -2.1097 -1.7497 0.11
H 4.4470 -2.2435 -2.0645 0.10
H 0.2542 -1.9814 4.9551 0.09
H 1.3089 -0.9120 6.9060 0.11
H 2.4679 1.2642 6.6212 0.11
H 2.4547 2.3662 4.4413 0.09
H 1.8447 4.8759 1.7337 0.11
H 0.5933 6.8047 2.6259 0.11
H -1.4798 6.4509 3.9066 0.11
H -2.3057 4.1607 4.3144 0.11
H -0.9989 2.2232 3.5286 0.11
H 3.3834 3.7967 3.2218 0.10
H 5.7223 4.1666 2.6906 0.11
H 6.8010 2.9822 0.8140 0.11
H 5.4977 1.3309 -0.4949 0.11
H 3.1506 0.8970 0.0633 0.06
H -2.3139 -2.4540 3.8717 0.09
H -4.6674 -1.9866 4.4292 0.11
H -5.8865 -0.2245 3.1733 0.11
H -4.7736 0.9589 1.3555 0.10
H -1.2620 3.4166 0.7362 0.06
H -2.1484 5.6960 0.6206 0.11
H -4.4724 6.0896 -0.1305 0.11
H -5.9057 4.1712 -0.7227 0.11
H -5.0221 1.8959 -0.6491 0.11
H -4.1824 -1.5813 -0.1716 0.11
H -5.5213 -2.3998 -2.0563 0.12
H -5.4048 -1.2933 -4.2454 0.11
H -4.0069 0.7286 -4.5373 0.11
H -2.7144 1.6026 -2.6114 0.07
O 1.2733 2.8287 -0.3911 -0.31
N 1.3081 3.4300 -1.5350 0.10
N 0.3913 2.9994 -2.3175 -0.14
O -0.4421 2.0861 -1.8506 -0.18
C 0.2606 3.5305 -3.6021 -0.17
C -0.8678 3.2669 -4.3681 0.02
C -0.9728 3.8204 -5.6302 -0.05
C 0.0387 4.6244 -6.1314 -0.06
C 1.1759 4.8587 -5.3698 -0.06
C 1.2940 4.3207 -4.1049 0.00
H -1.6486 2.6386 -3.9742 0.10
H -1.8489 3.6131 -6.2237 0.11
H -0.0550 5.0658 -7.1113 0.11
H 1.9828 5.4545 -5.7649 0.11
H 2.1674 4.4953 -3.5002 0.11
O -1.5563 -4.5777 -4.7439 -0.29
S -2.4835 -4.0981 -3.7659 0.65
O -3.8416 -3.8930 -4.1754 -0.29
N -1.8946 -2.7088 -3.0518 -0.03
C -1.6866 -2.9022 -1.8018 -0.74
S -1.0135 -1.7301 -0.7816 0.78
C -2.0099 -4.2305 -1.2533 -0.22
C -1.9495 -4.6584 0.0630 -0.03
C -2.2714 -5.9781 0.3373 -0.06
C -2.6519 -6.8423 -0.6788 -0.06
C -2.7536 -6.3996 -1.9952 -0.03
C -2.4305 -5.0894 -2.2565 -0.19
H -1.6705 -3.9710 0.8511 0.07
H -2.2268 -6.3428 1.3525 0.10
H -2.8787 -7.8708 -0.4440 0.11
H -3.0705 -7.0604 -2.7856 0.12



131
Properties=species:S:1:pos:R:3:lowdin_charge:R:1 method="wB97M-V/def2-TZVPD" total_energy_ev=-147573.0834 total_charge=+2 de_lowest_kcal_mol=0.84 molar_mass_da=1238.03 e_homo_ev=-12.613 lumo_energy_ev=-5.283
Os -0.0344 0.1598 -0.1866 1.32
C -1.6703 4.6589 -2.7502 0.01
N -1.8939 3.3865 -2.0773 -0.04
C -0.9470 2.4882 -1.7370 -0.42
N -1.5267 1.4264 -1.1506 -0.01
C -2.8745 1.6403 -1.1572 -0.17
C -3.1163 2.8705 -1.7386 -0.10
C -4.3905 3.5459 -2.0169 -0.20
C -4.6581 4.8033 -1.4793 -0.04
C -5.8723 5.4205 -1.7282 -0.06
C -6.8268 4.7819 -2.5067 -0.06
C -6.5680 3.5257 -3.0359 -0.05
C -5.3529 2.9070 -2.7940 -0.02
C -3.8617 0.6800 -0.6648 -0.20
C -3.7258 -0.6792 -0.9276 -0.03
C -4.6743 -1.5701 -0.4563 -0.06
C -5.7660 -1.1073 0.2644 -0.06
C -5.9050 0.2468 0.5264 -0.04
C -4.9545 1.1398 0.0659 -0.02
P 0.8424 2.6947 -2.0356 1.19
C 1.1100 1.0263 -2.6746 -0.42
N 0.7314 -0.0554 -1.9937 -0.06
C 1.1079 -1.1558 -2.7317 -0.14
C 1.7492 -0.7048 -3.8629 -0.10
N 1.7397 0.6677 -3.8081 -0.03
C 2.2652 1.5697 -4.8221 0.01
C 2.3149 -1.4738 -4.9796 -0.18
C 3.6637 -1.3546 -5.3064 -0.03
C 4.1918 -2.0947 -6.3508 -0.06
C 3.3784 -2.9614 -7.0663 -0.06
C 2.0369 -3.0902 -6.7378 -0.05
C 1.5031 -2.3480 -5.6974 -0.01
C 0.8232 -2.5664 -2.4329 -0.24
C -0.4673 -3.0734 -2.5688 -0.04
C -0.7155 -4.4135 -2.3263 -0.07
C 0.3222 -5.2560 -1.9458 -0.06
C 1.6108 -4.7567 -1.8213 -0.06
C 1.8631 -3.4157 -2.0700 -0.03
C 1.6453 2.3856 -0.4348 -0.41
N 1.5638 1.2952 0.3489 -0.03
C 2.4220 1.4579 1.3939 -0.14
C 3.0399 2.6848 1.2482 -0.10
N 2.5311 3.2477 0.1107 -0.04
C 2.9293 4.5393 -0.4366 0.01
C 4.0792 3.3203 2.0723 -0.20
C 3.8360 4.5403 2.6990 -0.04
C 4.8139 5.1204 3.4899 -0.06
C 6.0334 4.4821 3.6628 -0.06
C 6.2759 3.2627 3.0469 -0.05
C 5.3025 2.6804 2.2520 -0.02
C 2.7244 0.4919 2.4561 -0.18
C 2.8412 0.9540 3.7640 -0.05
C 3.3351 0.1216 4.7535 -0.05
C 3.7059 -1.1793 4.4434 -0.05
C 3.5715 -1.6502 3.1448 -0.06
C 3.0851 -0.8179 2.1488 -0.03
H -0.8221 4.5672 -3.4242 0.08
H -1.4836 5.4479 -2.0236 0.11
H -2.5616 4.9026 -3.3222 0.11
H -3.9233 5.2929 -0.8514 0.12
H -6.0780 6.3956 -1.3097 0.11
H -7.7756 5.2623 -2.6985 0.11
H -7.3134 3.0281 -3.6400 0.11
H -5.1503 1.9251 -3.2018 0.13
H -2.8860 -1.0402 -1.5121 0.10
H -4.5637 -2.6275 -0.6492 0.10
H -6.5046 -1.8080 0.6257 0.11
H -6.7529 0.6059 1.0929 0.12
H -5.0612 2.1988 0.2646 0.12
H 2.2727 1.0453 -5.7739 0.10
H 3.2796 1.8764 -4.5723 0.10
H 1.6207 2.4427 -4.8953 0.08
H 4.3045 -0.6940 -4.7353 0.12
H 5.2387 -2.0016 -6.6030 0.11
H 3.7928 -3.5412 -7.8790 0.11
H 1.4050 -3.7667 -7.2955 0.11
H 0.4573 -2.4454 -5.4380 0.12
H -1.2810 -2.4204 -2.8648 0.12
H -1.7174 -4.8032 -2.4440 0.11
H 0.1277 -6.3027 -1.7587 0.11
H 2.4221 -5.4131 -1.5375 0.11
H 2.8696 -3.0256 -1.9830 0.13
H 3.9250 4.7690 -0.0680 0.10
H 2.2381 5.3166 -0.1156 0.11
H 2.9478 4.4846 -1.5220 0.07
H 2.8754 5.0276 2.5838 0.12
H 4.6231 6.0664 3.9770 0.11
H 6.7952 4.9338 4.2824 0.11
H 7.2250 2.7645 3.1860 0.11
H 5.4841 1.7238 1.7796 0.13
H 2.5627 1.9723 4.0018 0.12
H 3.4331 0.4885 5.7662 0.11
H 4.0976 -1.8303 5.2130 0.11
H 3.8494 -2.6651 2.9062 0.10
H 3.0005 -1.1812 1.1292 0.11
C 0.1659 -1.5545 0.3807 -0.32
Ge -0.6481 -1.9749 2.1526 0.96
C 0.5744 -3.1959 3.0465 -0.28
C 0.5140 -3.3549 4.4285 -0.10
C 1.2876 -4.3121 5.0680 -0.07
C 2.1284 -5.1306 4.3281 -0.07
C 2.1880 -4.9897 2.9495 -0.08
C 1.4182 -4.0281 2.3148 -0.12
C -0.8933 -0.2063 2.9207 -0.28
C -0.3336 0.2309 4.1148 -0.09
C -0.5199 1.5388 4.5409 -0.06
C -1.2441 2.4341 3.7655 -0.06
C -1.8005 2.0143 2.5657 -0.07
C -1.6387 0.6979 2.1570 -0.17
C -2.3239 -2.9322 1.9050 -0.28
C -2.4209 -3.9744 0.9862 -0.11
C -3.5563 -4.7640 0.9252 -0.09
C -4.6108 -4.5296 1.7982 -0.08
C -4.5264 -3.4973 2.7198 -0.08
C -3.3916 -2.7004 2.7663 -0.10
H 0.5287 -2.3833 -0.2281 -0.02
H -0.1595 -2.7477 5.0237 0.10
H 1.2221 -4.4294 6.1411 0.11
H 2.7253 -5.8835 4.8240 0.11
H 2.8310 -5.6383 2.3681 0.11
H 1.4716 -3.9491 1.2332 0.09
H 0.2674 -0.4397 4.7158 0.10
H -0.0906 1.8618 5.4803 0.12
H -1.3902 3.4509 4.1045 0.11
H -2.3942 2.6966 1.9697 0.11
H -2.1572 0.3579 1.2615 0.06
H -1.5901 -4.1898 0.3199 0.08
H -3.6169 -5.5791 0.2162 0.11
H -5.4921 -5.1559 1.7657 0.11
H -5.3428 -3.3172 3.4065 0.11
H -3.3418 -1.8964 3.4934 0.10